Entry w
Here is C2H4NOP as an isolated structure from the OMol25 dataset. Energies are from wB97M-V/def2-TZVPD.

Element x y z (Å)
C: 0.1329 1.4593 0.5891
C: -0.2886 0.1561 1.0347
N: 0.4927 2.5383 0.3575
O: 0.7133 -0.9055 -1.6734
P: -0.7836 -0.8568 -0.9677
H: 0.6862 -0.3050 1.3949
H: -1.3086 0.0326 1.4732
H: 0.8848 0.0501 -1.7891
H: -0.5292 -2.1691 -0.4192

Results
LUMO energy: 0.24 eV
HOMO-LUMO gap: 9.682 eV
HOMO: -9.44 eV

***

Entry x
Here is one molecule with the formula C2H4NOP from the OMol25 dataset. Energies are from wB97M-V/def2-TZVPD.

Element x y z (Å)
C: -0.8828 -1.0139 -0.7047
C: 0.2501 0.3505 1.1985
N: -1.2672 -2.0237 -1.1031
O: 0.7907 0.8117 -1.4560
P: -0.5591 0.7752 -0.4394
H: 1.2197 -0.0388 1.1924
H: -0.4127 -0.3651 1.6403
H: 0.2006 1.0562 1.9880
H: 0.6607 0.4479 -2.3160

Results
LUMO energy: 0.41 eV
HOMO-LUMO gap: 10.511 eV
Structure (SMILES): CP(O)C#N
HOMO: -10.10 eV

***

Entry y
Here is one molecule with the formula C2H4NOP from the OMol25 dataset. Energies are from wB97M-V/def2-TZVPD.

Element x y z (Å)
C: 0.8019 -0.2093 -0.5664
C: -0.2851 -0.1438 0.9735
N: 1.9874 -0.7768 -0.1091
O: 0.4740 -1.1139 1.7382
P: 2.0048 -1.4769 1.2979
H: 0.2226 -1.0712 -1.1932
H: 1.0606 0.7661 -0.9526
H: -0.3419 0.7664 1.4579
H: -1.2985 -0.4203 0.5770

Results
LUMO energy: 0.15 eV
HOMO-LUMO gap: 9.505 eV
Structure (SMILES): C1COP=N1
HOMO: -9.35 eV

***

It is entry x that is the most stable of them.